DFT (ωB97M-V/def2-TZVPD) results for a 9-piece molecular cluster, C45H45Cl3O26 overall in a non-equilibrium geometry.

Positions of all 119 atoms, in Å:
1 O -5.7147 0.8126 -4.1736
2 C -5.1326 1.8308 -3.8487
3 C -4.0489 1.7699 -2.8903
4 C -3.3918 2.8813 -2.5285
5 O -2.3264 2.8339 -1.7150
6 C -3.7269 4.2416 -2.9868
7 O -3.1303 5.2374 -2.6168
8 C -4.8130 4.3216 -3.9428
9 C -5.5193 3.2231 -4.2522
10 O -6.6226 3.3311 -5.0079
11 H -3.6653 0.8049 -2.5946
12 H -1.7489 3.6166 -1.8932
13 H -5.2525 5.2615 -4.2481
14 H -6.8138 2.4935 -5.4571
15 O 0.1672 -4.2459 -4.6550
16 C -0.4491 -4.7521 -3.7305
17 C -1.4869 -5.7402 -3.9777
18 C -2.3360 -6.1198 -3.0008
19 O -3.2136 -7.1100 -3.1490
20 C -2.2438 -5.5777 -1.6104
21 O -2.9524 -6.0080 -0.7384
22 C -1.2265 -4.5094 -1.4000
23 C -0.3853 -4.1553 -2.3704
24 O 0.6134 -3.2961 -2.1694
25 H -1.5066 -6.2573 -4.9265
26 H -3.6060 -7.3160 -2.2829
27 H -1.0850 -3.9351 -0.4919
28 H 1.0886 -3.0443 -2.9758
29 O 5.4489 -5.2919 3.4796
30 C 4.7897 -4.3829 3.0187
31 C 5.3150 -3.0836 2.6418
32 C 4.5711 -2.0979 2.1288
33 O 5.1070 -0.9016 1.8670
34 C 3.1649 -2.3382 1.6872
35 O 2.4558 -1.4928 1.1807
36 C 2.6567 -3.6854 1.9913
37 C 3.3878 -4.6423 2.5850
38 O 2.8959 -5.8703 2.7792
39 H 6.3843 -2.9778 2.7778
40 H 4.3965 -0.2621 1.6472
41 H 1.6214 -3.8680 1.7317
42 H 3.4187 -6.3371 3.4491
43 O 1.3981 -1.8904 5.9316
44 C 1.0832 -2.6620 5.0727
45 C 1.3625 -4.1473 5.1310
46 C 0.9840 -5.0726 4.2284
47 O 1.2264 -6.3817 4.3597
48 C 0.1442 -4.6910 3.0814
49 O -0.1992 -5.4459 2.1899
50 C -0.0956 -3.2587 2.9573
51 C 0.3317 -2.3373 3.8299
52 O -0.0421 -1.0549 3.6574
53 H 1.6930 -4.5723 6.0740
54 H 1.1337 -6.8462 3.5163
55 H -0.7049 -2.8920 2.1413
56 H 0.0343 -0.5236 4.4766
57 O -0.1006 0.9443 5.6075
58 C -0.3583 2.1250 5.6905
59 C -0.1169 3.1424 4.6750
60 C -0.3384 4.4574 4.8419
61 O -0.1476 5.3637 3.8870
62 C -0.8962 4.9696 6.1342
63 O -1.0992 6.1353 6.4236
64 C -1.1376 3.9727 7.1518
65 C -0.9020 2.6717 6.9679
66 O -1.1879 1.7678 7.9297
67 H 0.1540 2.7767 3.6908
68 H -0.0732 6.2521 4.2675
69 H -1.4750 4.2806 8.1314
70 H -0.6446 0.9841 7.7355
71 O -0.6133 -0.1545 -5.5281
72 C -1.7145 -0.6536 -5.4315
73 C -2.1500 -1.5215 -4.3465
74 C -3.3829 -2.0673 -4.3701
75 O -3.7701 -2.9829 -3.4855
76 C -4.4144 -1.6697 -5.3721
77 O -5.5299 -2.1364 -5.2721
78 C -4.0129 -0.7493 -6.4228
79 C -2.7775 -0.2477 -6.4307
80 O -2.4171 0.7838 -7.1963
81 H -1.4689 -1.9172 -3.6052
82 H -4.6821 -3.2291 -3.7497
83 H -4.7153 -0.4737 -7.1969
84 H -1.4604 0.9356 -7.1329
85 Cl -0.1454 0.9852 1.0115
86 C -0.1553 -0.2566 -0.2691
87 Cl 1.1380 -0.1323 -1.4519
88 Cl -1.7139 -0.3167 -1.1144
89 H -0.0033 -1.2121 0.2170
90 C 0.8737 2.5365 -3.8734
91 C 1.0183 3.9325 -3.3261
92 O 0.0424 4.1329 -2.2969
93 C 0.1140 5.4120 -1.6348
94 C 0.9887 5.2548 -0.3921
95 H -0.1015 2.0586 -3.8301
96 H 1.2016 2.4639 -4.9106
97 H 1.5848 1.9965 -3.2442
98 H 2.0087 4.1842 -2.9371
99 H 0.6550 4.6825 -4.0495
100 H 0.4837 6.1438 -2.3537
101 H -0.9180 5.5631 -1.3314
102 H 0.9199 6.0864 0.3046
103 H 2.0104 4.9930 -0.6765
104 H 0.6730 4.3775 0.1787
105 C 3.2617 1.2551 3.8008
106 C 2.9258 1.9588 2.5096
107 O 4.0064 1.8064 1.5871
108 C 3.7924 2.3342 0.2818
109 C 5.1774 2.8566 -0.1496
110 H 4.2065 1.6613 4.1754
111 H 2.4864 1.3726 4.5564
112 H 3.4631 0.1856 3.7136
113 H 2.0887 1.4367 2.0468
114 H 2.7783 3.0316 2.6611
115 H 3.3116 1.6717 -0.4371
116 H 3.2387 3.2682 0.4328
117 H 5.3675 3.8083 0.3404
118 H 5.2545 2.9701 -1.2337
119 H 5.9648 2.1527 0.1221

Maximum force ... 3.29 eV/Å
Highest occupied orbital energy ... -9.4 eV
SMILES string ... O=C1C=C(O)C(=O)C=C1O.O=C1C=C(O)C(=O)C=C1O.O=C1C=C(O)C(=O)C=C1O.O=C1C=C(O)C(=O)C=C1O.O=C1C=C(O)C(=O)C=C1O.O=C1C=C(O)C(=O)C=C1O.ClC(Cl)Cl.CCOCC.CCOCC
Orbital gap ... 0.2705 Eh


DFT (ωB97M-V/def2-TZVPD) results for C28H31N5O3Pt as an isolated structure in a non-equilibrium geometry.

Positions of all 68 atoms, in Å:
1 Pt 0.2797 -0.0135 -0.5831
2 C -1.0182 4.2862 -0.8571
3 O -0.6636 3.6973 -2.1780
4 C -0.1984 2.4665 -1.9883
5 N -0.1775 2.0529 -0.7472
6 C -0.8408 3.0983 0.1345
7 C -0.0479 3.3806 1.4038
8 C -0.6111 3.6100 2.6045
9 C 0.1490 3.7116 3.7806
10 C 1.5025 3.5738 3.7606
11 C 2.0766 3.2295 2.5334
12 C 1.3564 3.1394 1.4072
13 C 0.2131 1.6049 -3.1458
14 C 0.2984 1.8008 -4.5022
15 C 0.8568 0.8207 -5.3566
16 C 1.1781 -0.4161 -4.8562
17 C 1.0697 -0.5610 -3.4777
18 N 0.5360 0.3703 -2.6924
19 C 1.4463 -1.7478 -2.6495
20 N 1.1567 -1.7549 -1.3913
21 C 1.6037 -3.0655 -0.8305
22 C 2.0920 -3.7817 -2.1546
23 O 2.1664 -2.7160 -3.1456
24 C 2.6429 -2.8456 0.2743
25 C 2.5157 -3.4468 1.5088
26 C 3.4198 -3.3300 2.4843
27 C 4.5543 -2.6366 2.2392
28 C 4.6961 -1.9614 1.0045
29 C 3.7330 -2.0440 0.0186
30 H -2.0763 4.7168 -0.9245
31 H -0.3356 5.1058 -0.6904
32 H -1.8806 2.7621 0.3948
33 H -1.6798 3.8192 2.6748
34 H -0.3333 3.9507 4.7357
35 H 2.0622 3.7484 4.6208
36 H 3.1058 3.0525 2.5751
37 H 1.9280 2.9480 0.4666
38 H -0.0563 2.7339 -4.8626
39 H 0.9426 1.0240 -6.3727
40 H 1.6241 -1.2101 -5.4317
41 H 0.6526 -3.5882 -0.4569
42 H 1.3532 -4.4956 -2.4252
43 H 3.0770 -4.2550 -2.1376
44 H 1.6136 -4.0544 1.6733
45 H 3.3745 -3.8184 3.4577
46 H 5.2433 -2.4514 3.0600
47 H 5.6447 -1.4317 0.8898
48 H 3.8737 -1.5892 -0.9522
49 C -0.9568 -1.3209 1.7556
50 N -2.3007 -0.8809 1.4772
51 C -2.8035 0.0100 2.5188
52 C -2.7264 -0.8983 0.1739
53 O -1.9016 -0.8057 -0.7676
54 N -4.0053 -1.1737 -0.0542
55 C -5.0074 -1.2805 1.0120
56 C -4.5253 -0.9465 -1.4230
57 H -0.7849 -1.4544 2.8381
58 H -0.1279 -0.5816 1.5133
59 H -0.7191 -2.2643 1.3430
60 H -1.9608 0.8274 2.6341
61 H -3.0051 -0.6511 3.4868
62 H -3.6778 0.5410 2.1712
63 H -4.5871 -1.8168 1.8728
64 H -5.7547 -1.8889 0.6101
65 H -5.4076 -0.3102 1.3010
66 H -5.4486 -1.5215 -1.5995
67 H -3.7257 -1.2368 -2.1596
68 H -4.6932 0.1639 -1.5968

Charge ... +2
Energy relative to the best compared isomer or geometry (same formula, charge and spin) ... 0.486 eV
Maximum force ... 3.72 eV/Å
Highest occupied orbital energy (spin up / spin down) ... -14.0 / -14.1 eV
Multiplicity ... 3
Orbital gap (spin up / spin down) ... 0.2707 / 0.2384 Eh